[1]
The following is a DFT calculation (wB97M-V/def2-TZVPD) of a structure of composition C19H17N10O2PbTe.

Each line ends with the natural charge from an NBO analysis.
Cartesian coordinates (Å):
Pb  -0.323955  1.059814  -0.076884  1.083
C  1.821484  3.642155  3.137040  -0.265
C  1.495972  3.148184  4.401011  -0.138
C  0.776176  1.982994  4.496264  -0.223
C  0.365425  1.309272  3.332527  0.381
N  0.668042  1.807031  2.124222  -0.562
C  1.387754  2.935882  2.044608  0.046
N  -0.304575  0.126504  3.533571  -0.535
C  -0.857700  -0.667926  2.691273  0.495
N  -1.056230  -0.589626  1.313348  -0.768
C  -1.677126  -1.767054  0.894832  0.480
N  -2.053530  -2.193039  -0.255715  -0.535
C  -1.944009  -1.632968  -1.505687  0.389
C  -2.544945  -2.358633  -2.550056  -0.218
C  -2.487975  -1.891257  -3.839965  -0.141
C  -1.820492  -0.693112  -4.097864  -0.268
C  -1.252443  -0.038783  -3.033993  0.036
N  -1.307893  -0.483303  -1.770360  -0.555
C  -1.911496  -2.619587  2.078675  -0.020
C  -2.508945  -3.858560  2.195178  -0.187
C  -2.591099  -4.405891  3.470439  -0.189
C  -2.087306  -3.727007  4.579346  -0.192
C  -1.486710  -2.480501  4.447085  -0.157
C  -1.414895  -1.947279  3.175558  -0.109
H  2.395303  4.548984  3.012190  0.232
H  1.814430  3.670865  5.293204  0.232
H  0.513154  1.541257  5.446003  0.243
H  1.619286  3.273208  1.037821  0.189
H  -3.039144  -3.283705  -2.291719  0.243
H  -2.953995  -2.443696  -4.645328  0.232
H  -1.753214  -0.282817  -5.095331  0.229
H  -0.718010  0.898051  -3.178287  0.186
H  -2.888259  -4.374940  1.323391  0.235
H  -3.055497  -5.373876  3.607630  0.224
H  -2.167085  -4.180137  5.559104  0.224
H  -1.086607  -1.944351  5.297453  0.234
N  1.698745  3.480728  -2.288104  -0.623
N  2.140853  3.105659  -3.553242  -0.402
C  2.521596  1.851356  -3.834191  0.629
N  2.997856  1.625127  -5.053982  -0.756
N  2.403276  0.969299  -2.820452  -0.408
N  2.764819  -0.273201  -3.024584  0.627
O  2.684336  -1.041126  -2.010736  -0.450
O  3.137538  -0.781119  -4.064599  -0.371
H  0.865178  4.045255  -2.373845  0.375
H  2.420304  3.998191  -1.801342  0.371
H  2.294189  3.808910  -4.260482  0.386
H  3.098084  2.365799  -5.726816  0.415
H  3.261454  0.683749  -5.299582  0.454
Te  2.147881  -0.544779  -0.038626  0.199

Atomic forces in eV per Å
-0.12 0.32 -0.21
0.01 0.04 0.04
-0.01 -0.01 -0.03
-0.03 -0.04 0.02
0.01 0.10 -0.03
0.00 -0.29 0.14
-0.01 0.01 -0.16
0.02 -0.04 0.11
0.03 0.08 -0.12
-0.04 -0.03 0.04
0.03 0.12 -0.06
-0.01 -0.10 -0.01
0.02 0.05 -0.07
-0.01 -0.04 0.04
0.01 0.02 0.02
0.00 -0.02 -0.04
0.09 0.09 0.07
-0.06 -0.17 0.11
0.01 0.07 0.08
0.00 -0.07 -0.03
-0.02 0.00 -0.05
0.02 0.03 0.03
0.04 0.01 0.06
-0.08 -0.04 -0.09
0.00 -0.01 0.00
-0.01 -0.01 0.00
0.00 0.02 0.01
-0.01 -0.01 0.01
-0.01 0.01 -0.02
0.00 -0.01 0.02
0.01 -0.01 0.01
-0.04 0.00 0.01
-0.01 0.01 0.03
0.02 0.01 0.00
0.00 0.00 -0.02
-0.02 -0.01 -0.01
0.00 -0.03 0.07
-0.04 0.09 -0.04
0.15 -0.03 -0.02
-0.04 -0.19 0.10
-0.14 0.17 0.00
-0.08 -0.11 -0.16
-0.02 -0.36 0.04
0.02 0.27 -0.02
-0.06 0.00 -0.03
0.03 0.03 -0.01
0.01 0.07 0.02
-0.03 0.03 0.01
0.03 -0.05 0.00
0.32 0.05 0.15

Properties
LUMO energy: -3.651 eV
orbital gap: 6.73 eV
net charge: +1
ΔE to the lowest compared entry with this formula, charge and spin: 16.3 kcal per mole
highest occupied orbital energy: -10.38 eV



[2]
The following is a DFT calculation (wB97M-V/def2-TZVPD) of an isolated molecule of C19H17N3O4S2 at a distorted geometry.

Each line ends with the natural charge from an NBO analysis.
Cartesian coordinates (Å):
C  -4.932039  -3.267990  0.082497  -0.251
H  -5.724306  -4.004735  -0.042964  0.201
O  -5.545758  -2.022418  -0.140890  -0.521
C  -4.780751  -0.885837  -0.056411  0.301
C  -3.426736  -0.918173  0.250290  -0.294
C  -2.687518  0.256234  0.326514  -0.112
C  -3.293245  1.490002  0.095071  -0.280
C  -4.638809  1.537504  -0.210472  0.288
C  -5.406959  0.349879  -0.291127  0.223
O  -6.707274  0.577799  -0.598517  -0.479
C  -7.638309  -0.470829  -0.737573  -0.238
H  -8.577985  0.022403  -0.986059  0.189
H  -7.362453  -1.154803  -1.542604  0.182
H  -7.757333  -1.034344  0.189910  0.182
O  -5.336501  2.676557  -0.454376  -0.477
C  -4.645787  3.902252  -0.398989  -0.252
H  -3.841004  3.944581  -1.139325  0.179
H  -4.230929  4.085867  0.596964  0.178
H  -5.388548  4.664653  -0.627739  0.201
H  -2.683880  2.373825  0.163443  0.247
C  -1.285444  0.216049  0.647133  0.464
N  -0.470015  1.228451  0.735493  -0.296
N  0.738002  0.742037  1.058997  -0.270
C  0.621347  -0.541772  1.159844  0.430
O  -0.645057  -0.951729  0.909203  -0.415
C  1.676098  -1.520648  1.467201  -0.577
H  2.476747  -1.057120  2.039726  0.297
H  1.262410  -2.398260  1.959990  0.249
S  2.448403  -2.119899  -0.092697  0.301
C  3.803322  -1.044093  -0.173915  -0.085
N  4.178372  -0.274765  0.775614  -0.496
C  5.287159  0.443780  0.434172  0.187
C  5.933757  1.371670  1.243736  -0.223
C  7.053903  2.010619  0.755119  -0.210
C  7.538016  1.740482  -0.522448  -0.215
C  6.909722  0.823806  -1.344224  -0.204
C  5.784851  0.180404  -0.861095  -0.244
S  4.781063  -1.010590  -1.646158  0.378
H  7.280423  0.612853  -2.334899  0.219
H  8.417105  2.255328  -0.879158  0.216
H  7.565294  2.733968  1.372074  0.216
H  5.546141  1.573535  2.228968  0.227
H  -2.926457  -1.854196  0.432776  0.228
H  -4.527110  -3.343715  1.096620  0.177
H  -4.138255  -3.464784  -0.644875  0.178

Atomic forces in eV per Å
0.08 -0.19 0.03
0.10 0.00 0.02
0.00 0.48 -0.03
-0.20 0.09 -0.05
0.20 0.12 0.03
-0.77 -0.29 -0.14
0.09 -0.11 0.03
-0.20 -0.20 -0.03
0.00 0.14 -0.01
0.42 0.11 0.09
-0.43 -0.30 -0.08
0.05 -0.05 0.01
-0.04 0.06 0.07
-0.01 0.05 -0.09
-0.03 -0.39 0.02
0.13 0.19 0.01
-0.02 -0.01 0.03
0.00 -0.01 -0.04
0.09 -0.02 0.02
0.00 0.18 -0.01
0.85 0.63 0.11
-1.58 0.11 -0.41
1.28 -0.82 0.47
0.12 0.66 0.14
-0.14 -0.03 -0.05
0.11 -0.26 -0.53
-0.12 -0.04 0.08
0.10 0.04 0.06
-0.41 -0.42 0.14
0.35 0.11 -0.27
-0.61 -0.25 0.41
0.73 0.21 -0.73
-0.04 -0.06 -0.07
0.01 0.05 0.09
0.06 -0.01 -0.12
0.06 0.01 -0.05
-0.21 -0.04 0.31
-0.15 0.19 0.47
0.09 0.02 -0.10
0.07 0.05 -0.03
0.04 0.06 0.05
-0.04 0.03 0.12
-0.02 -0.12 0.01
0.00 0.01 -0.04
-0.01 0.01 0.04

Properties
LUMO energy: 0.477 eV
orbital gap: 8.30 eV
ΔE to the lowest compared entry with this formula, charge and spin: 5.8 kcal per mole
highest occupied orbital energy: -7.82 eV
structure (SMILES): COc1cc(-c2nnc(CSc3nc4ccccc4s3)o2)cc(OC)c1OC



[3]
The following is a DFT calculation (wB97M-V/def2-TZVPD) of a structure of composition C19H17O4PV at a distorted geometry.

Each line ends with the natural charge from an NBO analysis.
Cartesian coordinates (Å):
V  -0.023462  0.801693  0.719206  0.364
C  -0.296045  1.804680  2.259325  0.537
O  -0.461616  2.362946  3.274629  -0.265
C  0.220982  1.979598  -0.751533  0.544
O  0.420307  2.426764  -1.808060  -0.262
C  -1.683311  0.110814  0.072790  0.514
O  -2.642112  -0.371928  -0.412925  -0.300
C  1.705681  0.096701  0.297167  0.490
O  2.702855  -0.346687  -0.152932  -0.277
C  0.051434  -3.132585  -2.365709  -0.395
H  0.852465  -3.765825  -1.964658  0.208
H  -0.939384  -3.566693  -2.199953  0.204
C  0.256325  -2.043645  -3.133133  -0.396
H  -0.563101  -1.362991  -3.425026  0.197
H  1.248533  -1.585745  -3.282457  0.201
C  -2.031247  -2.090370  2.232620  -0.959
P  -0.286707  -1.713610  1.873734  0.941
C  0.344731  -1.199618  3.534952  -0.383
C  1.681432  -0.773075  3.560901  -0.239
C  2.250027  -0.311232  4.747795  -0.182
C  1.486076  -0.294353  5.916092  -0.150
C  0.130033  -0.646727  5.879462  -0.181
C  -0.441785  -1.107018  4.689333  -0.149
C  0.418342  -3.434042  1.849269  -0.258
C  -0.384430  -4.578818  1.686460  -0.226
C  0.163550  -5.869326  1.723112  -0.178
C  1.542455  -6.032850  1.900933  -0.148
C  2.367703  -4.913562  2.054352  -0.190
C  1.801812  -3.630298  2.025491  -0.220
H  -2.554167  -1.155038  2.453011  0.250
H  -2.127359  -2.780585  3.079742  0.286
H  -2.487804  -2.524925  1.335652  0.270
H  2.269852  -0.788078  2.639896  0.199
H  3.287819  0.027649  4.741956  0.247
H  1.954794  0.000763  6.851657  0.253
H  -0.484616  -0.563908  6.777816  0.253
H  -1.496217  -1.389203  4.652028  0.223
H  -1.457511  -4.477032  1.551130  0.222
H  -0.493380  -6.737870  1.622323  0.249
H  1.974719  -7.034692  1.923159  0.249
H  3.445358  -5.024371  2.211371  0.247
H  2.456472  -2.776006  2.157024  0.208

Atomic forces in eV per Å
-0.23 -4.02 0.88
-1.69 5.12 7.73
0.85 -2.61 -4.68
1.15 3.95 -6.87
-0.91 -1.74 4.65
-7.93 -2.98 -3.19
5.03 2.47 2.45
9.35 -3.71 -3.28
-5.60 2.40 2.61
0.11 0.04 -0.58
-0.06 0.46 -0.32
0.15 0.44 -0.09
-0.08 0.72 1.48
0.24 -0.84 -0.23
-0.36 -0.69 -0.10
-0.35 0.48 -0.58
0.07 -1.51 2.09
-0.01 0.91 -0.79
-0.01 0.54 0.15
0.06 -0.17 -0.14
-0.03 0.02 -0.22
0.05 -0.20 -0.23
-0.11 0.11 -0.02
0.74 -0.40 -0.78
-0.17 0.09 -0.11
0.20 0.49 0.11
-0.11 0.11 -0.01
-0.45 0.38 0.04
0.09 -0.19 -0.14
-0.08 -0.16 0.07
0.19 0.16 -0.30
-0.03 0.02 0.25
0.00 -0.01 0.40
-0.31 -0.17 0.15
-0.19 0.07 -0.16
0.23 -0.12 -0.27
0.37 0.14 0.19
0.17 -0.12 -0.05
0.26 0.37 0.02
-0.14 0.31 0.00
-0.47 0.03 -0.09
0.02 -0.19 -0.04

Properties
LUMO energy (spin up / spin down): -10.480 / -10.291 eV
orbital gap (spin up / spin down): 4.69 / 4.88 eV
net charge: +2
ΔE to the lowest compared entry with this formula, charge and spin: 26.8 kcal per mole
highest occupied orbital energy (spin up / spin down): -15.17 / -15.17 eV
multiplicity: 4



The highest ΔE to the lowest compared entry with this formula, charge and spin belongs to which entry? C19H17O4PV